# 1
# C33H48CrP2

C33H48CrP2 as an isolated structure at a distorted geometry (ωB97M-V/def2-TZVPD, OMol25).

**F_max**: 4.48 eV/A
**Total energy**: -3012.9963 a.u.
**Energy relative to the best compared isomer or geometry (same formula, charge and spin)**: 2.043 eV
**2S+1**: 4
**E_HOMO (spin up / spin down)**: -9.41 / -8.99 eV
**Orbital gap (spin up / spin down)**: 7.1804 / 5.5562 eV
**Charge**: +1

Cartesian coordinates (Å):
Cr  0.88  1.06  0.48
C  2.48  0.39  -1.20
C  1.74  1.62  -1.43
C  3.01  1.84  0.52
C  3.25  0.55  -0.02
C  2.10  2.55  -0.36
C  2.63  -0.74  -2.17
H  1.80  -0.76  -2.88
H  2.68  -1.70  -1.64
H  3.56  -0.64  -2.76
C  4.24  -0.44  0.50
H  4.12  -1.40  -0.01
H  4.11  -0.63  1.57
H  5.28  -0.11  0.35
C  3.85  2.44  1.61
H  4.92  2.28  1.42
H  3.63  1.95  2.58
H  3.67  3.51  1.75
C  1.94  4.03  -0.43
H  2.84  4.44  -0.92
H  1.82  4.51  0.56
H  1.06  4.32  -1.03
C  1.21  2.02  -2.77
H  1.83  2.83  -3.18
H  0.16  2.36  -2.76
H  1.29  1.16  -3.45
C  -1.47  -3.67  -1.46
C  -1.52  -3.65  -2.79
C  -1.78  -2.45  -3.65
C  -3.12  -1.74  -3.31
C  -2.92  -0.50  -2.43
C  -1.53  -0.26  -1.97
C  -0.70  -1.25  -1.29
C  -1.46  -2.41  -0.63
H  -1.80  -2.70  -4.72
H  -3.83  -2.45  -2.86
H  -0.96  -1.71  -3.65
H  -2.48  -2.09  -0.35
H  -1.56  -4.59  -0.88
H  -1.41  -4.60  -3.36
H  -1.00  -2.54  0.36
H  0.06  -1.65  -1.96
H  -0.94  0.46  -2.58
H  -0.05  -0.76  -0.50
H  -3.56  -1.39  -4.26
H  -3.23  0.36  -3.04
P  -3.86  -0.21  -0.84
C  -4.77  -1.75  -0.41
C  -5.29  0.85  -1.37
P  -1.19  1.34  0.16
C  -2.91  0.55  0.46
C  -1.87  2.70  -0.90
C  -1.24  2.08  1.86
H  -4.71  -1.94  0.67
H  -4.43  -2.64  -0.97
H  -5.83  -1.60  -0.67
H  -6.19  0.54  -0.82
H  -5.47  0.67  -2.45
H  -5.12  1.92  -1.19
H  -2.31  2.20  2.10
H  -0.77  3.07  1.95
H  -0.83  1.41  2.64
H  -2.78  -0.15  1.30
H  -3.50  1.41  0.86
H  -1.29  3.61  -0.68
H  -2.92  2.88  -0.63
H  -1.82  2.46  -1.97
C  2.65  0.08  5.72
C  2.16  1.14  4.94
C  1.64  0.90  3.67
C  1.62  -0.41  3.12
C  1.20  -0.68  1.79
C  1.34  -1.96  1.28
C  1.76  -3.05  2.09
C  2.17  -2.82  3.39
C  2.15  -1.50  3.91
C  2.65  -1.21  5.20
H  3.03  0.27  6.72
H  2.18  2.16  5.33
H  1.27  1.75  3.07
H  1.15  -2.16  0.22
H  1.77  -4.06  1.65
H  2.53  -3.62  4.03
H  3.02  -2.05  5.78



# 2
# C33H48F7N2O11PS

A 3-piece molecular cluster, C33H48F7N2O11PS overall at a distorted geometry (ωB97M-V/def2-TZVPD, OMol25).

**F_max**: 9.77 eV/A
**Total energy**: -3661.0834 a.u.
**2S+1**: 3
**E_HOMO (spin up / spin down)**: -8.24 / -8.01 eV
**Orbital gap (spin up / spin down)**: 5.8421 / 5.6187 eV

Cartesian coordinates (Å):
C  -2.68  1.43  -4.00
C  -1.39  1.88  -3.08
C  0.15  1.94  -3.73
C  1.49  2.36  -2.85
C  1.24  2.71  -1.26
C  -0.27  2.64  -0.63
C  -0.51  2.97  0.99
C  -0.37  1.56  1.87
C  -1.80  0.70  1.81
O  -2.97  1.39  1.84
C  -1.92  -0.93  1.75
F  -1.28  -1.50  2.97
F  -3.38  -1.30  1.84
C  -1.20  -1.64  0.46
F  0.04  -2.32  0.99
F  -0.86  -0.71  -0.65
C  -2.10  -2.85  -0.23
F  -1.23  -3.39  -1.34
F  -3.33  -2.33  -0.91
C  -2.39  -4.12  0.78
O  -3.66  -4.22  1.25
O  -1.37  -5.13  1.12
O  0.81  0.82  1.31
S  1.91  0.27  2.52
O  3.26  1.02  2.32
O  2.36  -1.21  2.52
O  0.91  0.69  3.85
C  0.21  1.93  3.40
F  1.29  2.94  3.50
P  -1.04  2.35  4.78
O  -2.13  3.64  4.35
O  -1.87  0.94  5.39
C  -1.65  2.25  -1.49
H  -3.64  1.87  -3.49
H  -2.52  1.76  -5.11
H  -2.71  0.25  -3.98
H  0.35  1.68  -4.87
H  2.59  2.43  -3.30
H  2.12  3.01  -0.51
H  0.26  3.79  1.32
H  -1.57  3.45  1.06
H  -0.58  -5.05  0.50
H  -1.74  4.10  3.53
H  -1.52  0.12  4.94
H  -2.72  2.22  -0.97
C  -1.56  7.05  -5.68
C  -0.48  6.56  -4.68
C  -0.26  7.61  -3.54
C  0.53  8.83  -3.98
C  1.86  8.41  -4.60
C  1.68  7.40  -5.77
N  0.79  6.24  -5.41
O  1.55  5.37  -4.60
C  1.11  8.17  -7.00
C  3.10  6.95  -6.25
C  -1.14  5.31  -4.01
H  -2.12  7.91  -5.29
H  -1.18  7.32  -6.66
H  -2.30  6.26  -5.90
H  0.27  7.14  -2.70
H  -1.23  7.93  -3.14
H  -0.06  9.43  -4.68
H  0.72  9.47  -3.11
H  2.38  9.31  -4.95
H  2.49  7.98  -3.82
H  0.85  7.47  -7.81
H  1.86  8.86  -7.41
H  0.24  8.78  -6.76
H  3.70  6.51  -5.45
H  3.68  7.80  -6.63
H  3.02  6.22  -7.07
H  -1.28  4.50  -4.73
H  -2.13  5.56  -3.60
H  -0.56  4.91  -3.17
C  1.23  -6.66  5.95
C  0.67  -6.81  4.51
C  -0.82  -7.27  4.54
C  -1.00  -8.74  4.89
C  -0.17  -9.62  3.96
C  1.33  -9.22  3.93
N  1.55  -7.75  3.72
O  1.32  -7.49  2.35
C  1.98  -9.68  5.27
C  2.05  -10.10  2.86
C  0.68  -5.34  3.96
H  0.44  -6.68  6.70
H  1.97  -7.41  6.23
H  1.77  -5.71  6.08
H  -1.28  -7.09  3.56
H  -1.38  -6.66  5.25
H  -0.73  -8.92  5.94
H  -2.06  -9.01  4.80
H  -0.29  -10.66  4.26
H  -0.60  -9.55  2.95
H  3.01  -9.31  5.35
H  2.03  -10.77  5.33
H  1.42  -9.37  6.15
H  1.61  -9.99  1.86
H  1.99  -11.16  3.11
H  3.12  -9.84  2.80
H  1.70  -4.96  3.86
H  0.14  -4.67  4.65
H  0.18  -5.25  2.99



# 3
# C33H49As2N2O13PRuSe2

C33H49As2N2O13PRuSe2 as an isolated structure at a distorted geometry (ωB97M-V/def2-TZVPD, OMol25).

**F_max**: 1.10 eV/A
**Total energy**: -12084.9956 a.u.
**Energy relative to the best compared isomer or geometry (same formula, charge and spin)**: 1.579 eV
**2S+1**: 5
**E_HOMO (spin up / spin down)**: -6.02 / -6.93 eV
**Orbital gap (spin up / spin down)**: 5.5967 / 6.2621 eV

Cartesian coordinates (Å):
Ru  -1.08  0.31  1.26
O  -2.68  2.40  2.39
C  -2.30  3.55  1.64
C  -2.36  3.25  0.17
C  -3.04  4.10  -0.70
C  -3.17  3.72  -2.03
C  -2.67  2.50  -2.42
C  -2.00  1.72  -1.49
N  -1.81  2.11  -0.23
H  -3.55  2.09  2.10
H  -1.27  3.78  1.94
H  -2.95  4.39  1.88
H  -3.45  5.03  -0.33
H  -3.68  4.36  -2.73
H  -2.76  2.15  -3.45
H  -1.57  0.77  -1.77
O  1.33  -2.34  5.74
C  0.48  -1.38  6.35
C  -0.23  -0.55  5.26
C  -1.11  0.48  6.01
O  -2.13  1.11  5.28
C  0.86  0.12  4.44
Se  0.36  1.27  2.90
C  -1.01  -1.57  4.41
Se  -2.16  -0.95  2.93
H  1.80  -2.83  6.42
H  1.06  -0.71  7.00
H  -0.27  -1.88  6.97
H  -0.43  1.23  6.45
H  -1.62  -0.03  6.84
H  -1.74  1.70  4.62
H  1.55  -0.64  4.07
H  1.42  0.81  5.07
H  -1.69  -2.12  5.06
H  -0.30  -2.26  3.98
O  -1.23  -1.68  -0.18
N  -0.66  -2.86  -0.05
C  0.28  -3.24  -0.94
C  0.89  -4.47  -0.85
C  0.55  -5.34  0.18
C  -0.43  -4.93  1.08
C  -1.03  -3.70  0.94
H  0.50  -2.51  -1.71
H  1.64  -4.74  -1.58
H  1.03  -6.30  0.28
H  -0.74  -5.57  1.90
H  -1.78  -3.33  1.61
C  -4.51  -2.42  0.50
P  -4.35  -0.77  -0.22
C  -3.85  -1.03  -1.94
C  -6.01  -0.05  -0.25
O  -3.44  0.13  0.56
H  -5.39  -2.93  0.11
H  -4.59  -2.31  1.58
H  -3.62  -2.99  0.26
H  -4.45  -1.81  -2.40
H  -2.80  -1.33  -1.93
H  -3.96  -0.10  -2.49
H  -6.71  -0.65  -0.83
H  -5.93  0.95  -0.67
H  -6.37  0.03  0.78
C  0.87  5.08  -3.55
O  0.98  3.66  -3.53
C  0.80  3.09  -2.29
O  0.55  3.80  -1.33
C  0.90  1.66  -2.33
C  1.40  1.01  -3.48
As  3.27  1.57  -3.52
C  4.06  0.90  -5.19
C  3.60  0.11  -2.19
C  2.83  -0.25  -1.13
As  1.11  0.70  -0.64
C  2.13  2.16  0.21
C  3.28  -1.48  -0.42
O  4.23  -2.14  -0.79
O  2.65  -1.97  0.67
C  2.09  -1.14  1.68
C  4.85  -0.63  -2.58
O  4.88  -1.40  -3.50
O  6.01  -0.20  -2.04
C  5.98  0.68  -0.92
C  1.05  -0.37  -3.67
O  0.22  -0.96  -2.97
O  1.64  -0.97  -4.71
C  1.47  -2.38  -4.83
H  0.97  5.38  -4.59
H  1.65  5.54  -2.94
H  -0.10  5.39  -3.15
H  3.44  1.29  -6.00
H  4.09  -0.18  -5.24
H  5.07  1.30  -5.30
H  2.76  2.64  -0.54
H  2.76  1.78  1.02
H  1.45  2.91  0.62
H  2.33  -1.62  2.63
H  1.01  -1.06  1.59
H  2.52  -0.14  1.68
H  7.01  0.98  -0.75
H  5.61  0.17  -0.03
H  5.37  1.57  -1.11
H  1.68  -2.63  -5.87
H  0.46  -2.68  -4.56
H  2.19  -2.89  -4.19



# 4
# C33H49BN9PdSe

C33H49BN9PdSe as an isolated structure (ωB97M-V/def2-TZVPD, OMol25).

**F_max**: 0.52 eV/A
**Total energy**: -4333.7499 a.u.
**Energy relative to the best compared isomer or geometry (same formula, charge and spin)**: 1.689 eV
**E_HOMO**: -10.62 eV
**Orbital gap**: 7.8355 eV
**Charge**: +1

Cartesian coordinates (Å):
Pd  -0.53  0.68  0.09
C  1.97  -1.52  -1.61
C  2.29  -0.71  -0.41
C  3.48  -0.60  0.32
C  3.23  0.29  1.35
C  4.12  0.78  2.43
N  1.95  0.70  1.22
N  1.39  0.09  0.15
B  1.02  1.57  2.08
N  -0.03  0.62  2.76
N  -0.66  -0.26  1.91
C  -1.53  -0.97  2.62
C  -2.34  -2.04  1.98
C  -1.45  -0.58  3.95
C  -0.50  0.43  4.00
C  -0.02  1.19  5.19
N  0.53  3.23  0.16
N  0.28  2.34  -0.84
C  0.28  3.03  -1.98
C  0.14  2.34  -3.29
C  0.51  4.38  -1.71
C  0.64  4.48  -0.33
C  0.85  5.66  0.55
H  2.86  -2.03  -1.97
H  1.59  -0.89  -2.42
H  1.21  -2.27  -1.39
H  4.41  -1.12  0.13
H  4.93  0.06  2.60
H  3.58  0.90  3.37
H  4.57  1.74  2.18
H  2.50  3.17  1.87
H  -2.60  -1.77  0.95
H  -3.26  -2.22  2.54
H  -1.78  -2.98  1.95
H  -1.99  -0.99  4.79
H  -0.23  0.63  6.09
H  -0.52  2.15  5.26
H  1.05  1.36  5.14
H  -0.34  1.37  -3.16
H  1.12  2.17  -3.73
H  -0.44  2.93  -3.99
H  0.59  5.18  -2.42
H  0.53  6.56  0.03
H  1.90  5.77  0.83
H  0.26  5.55  1.46
C  2.55  3.73  4.60
C  1.41  3.92  3.61
C  1.56  3.01  2.41
N  0.40  2.86  1.50
H  2.45  4.40  5.45
H  3.51  3.95  4.12
H  2.61  2.71  4.98
H  1.40  4.96  3.27
H  0.44  3.74  4.08
C  -8.29  1.62  1.85
C  -7.01  2.36  1.50
C  -5.77  1.79  2.19
C  -5.30  0.44  1.67
N  -5.04  0.44  0.23
C  -3.96  1.00  -0.36
Se  -2.59  1.90  0.57
N  -4.07  0.84  -1.69
C  -3.12  1.31  -2.70
C  -3.63  2.50  -3.51
C  -3.76  3.80  -2.72
C  -5.05  3.93  -1.92
C  -5.22  0.12  -1.97
C  -5.76  -0.32  -3.17
C  -6.94  -1.04  -3.10
C  -7.56  -1.30  -1.87
C  -7.02  -0.86  -0.68
C  -5.84  -0.14  -0.75
H  -9.16  2.09  1.38
H  -8.46  1.61  2.92
H  -8.27  0.58  1.51
H  -7.11  3.40  1.79
H  -6.86  2.37  0.42
H  -5.97  1.67  3.26
H  -4.94  2.50  2.11
H  -6.05  -0.33  1.84
H  -4.38  0.13  2.17
H  -2.91  0.45  -3.35
H  -2.21  1.57  -2.15
H  -4.58  2.25  -3.98
H  -2.91  2.63  -4.32
H  -3.72  4.63  -3.43
H  -2.90  3.92  -2.06
H  -5.93  3.76  -2.55
H  -5.15  4.92  -1.49
H  -5.10  3.22  -1.09
H  -5.28  -0.12  -4.12
H  -7.39  -1.40  -4.01
H  -8.48  -1.87  -1.86
H  -7.51  -1.08  0.26



# 5
# C33H49CsN12OPS2

C33H49CsN12OPS2 as an isolated structure (ωB97M-V/def2-TZVPD, OMol25).

**F_max**: 0.44 eV/A
**Total energy**: -3176.9513 a.u.
**Energy relative to the best compared isomer or geometry (same formula, charge and spin)**: 0.429 eV
**E_HOMO**: -10.57 eV
**Orbital gap**: 8.7269 eV
**Charge**: +1

Cartesian coordinates (Å):
Cs  -0.18  -0.43  0.33
C  3.97  1.03  0.49
C  3.99  -0.01  -0.63
N  3.07  -1.12  -0.42
C  3.51  -2.19  0.47
C  3.64  -1.85  1.95
S  2.20  -1.12  2.81
C  2.80  0.52  3.29
C  2.48  1.68  2.34
N  2.63  1.33  0.95
H  4.51  1.92  0.13
H  4.55  0.67  1.34
H  5.03  -0.35  -0.76
H  3.70  0.47  -1.56
H  2.86  -1.54  -1.32
H  4.51  -2.58  0.18
H  2.80  -3.01  0.36
H  4.48  -1.19  2.14
H  3.87  -2.78  2.47
H  3.88  0.44  3.46
H  2.36  0.73  4.27
H  3.12  2.52  2.66
H  1.44  2.00  2.48
H  2.16  2.00  0.35
C  -5.32  3.66  0.23
N  -4.52  2.44  0.26
C  -3.19  2.30  0.19
N  -2.86  1.03  0.37
C  -4.07  0.43  0.55
N  -5.09  1.25  0.49
C  -5.39  4.30  1.60
C  -6.45  4.07  2.46
C  -6.46  4.63  3.73
C  -5.41  5.42  4.15
C  -4.33  5.65  3.30
C  -4.33  5.09  2.02
C  -3.20  6.45  3.73
N  -3.00  7.07  4.84
N  -1.75  7.66  4.75
C  -1.29  7.35  3.59
O  -2.15  6.58  2.88
C  0.00  7.68  2.98
C  0.94  8.43  3.68
C  2.16  8.71  3.09
C  2.45  8.24  1.82
C  1.51  7.50  1.11
C  1.80  7.02  -0.29
N  1.27  5.69  -0.54
C  1.49  4.56  0.14
N  0.79  3.56  -0.39
C  0.14  4.17  -1.41
N  0.39  5.45  -1.54
C  0.28  7.23  1.69
H  -6.31  3.37  -0.12
H  -4.88  4.34  -0.49
H  -2.51  3.12  0.02
H  -4.19  -0.62  0.72
H  -7.28  3.44  2.13
H  -7.30  4.45  4.39
H  -5.40  5.86  5.14
H  -3.50  5.29  1.35
H  0.71  8.77  4.68
H  2.90  9.28  3.63
H  3.42  8.45  1.37
H  2.87  7.02  -0.49
H  1.33  7.66  -1.03
H  2.14  4.50  1.00
H  -0.52  3.65  -2.09
H  -0.46  6.66  1.15
C  0.11  -4.12  -4.28
C  0.27  -3.10  -3.15
P  -1.24  -2.65  -2.19
C  -2.41  -2.16  -3.54
C  -3.67  -1.47  -3.03
C  -1.86  -4.32  -1.70
C  -2.94  -4.27  -0.61
H  1.07  -4.31  -4.76
H  -0.57  -3.76  -5.05
H  -0.27  -5.07  -3.90
H  0.68  -2.16  -3.54
H  0.99  -3.46  -2.41
H  -2.67  -3.03  -4.15
H  -1.86  -1.48  -4.19
H  -4.27  -2.14  -2.41
H  -4.30  -1.14  -3.85
H  -3.42  -0.60  -2.42
H  -0.99  -4.87  -1.33
H  -2.23  -4.85  -2.58
H  -2.56  -3.77  0.28
H  -3.24  -5.27  -0.33
H  -3.83  -3.74  -0.95
N  2.09  -5.76  1.75
C  1.33  -4.75  2.20
N  1.49  -4.41  3.49
S  0.24  -3.96  1.19
H  2.61  -6.36  2.37
H  1.88  -6.12  0.83
H  2.16  -4.86  4.09
H  1.02  -3.59  3.83